[1]
{"formula": "C26H28CaN7O3", "method": "the ωB97M-V functional and the def2-TZVPD basis", "spin_multiplicity": 1, "e_above_lowest_kcal_mol": 43.5, "total_charge": 1, "e_tot_ha": -2294.035873, "species": ["Ca", "O", "C", "C", "C", "C", "C", "C", "C", "O", "N", "N", "C", "C", "C", "C", "C", "C", "N", "H", "H", "H", "H", "H", "H", "H", "H", "H", "H", "C", "C", "C", "C", "C", "C", "H", "H", "H", "H", "H", "H", "O", "C", "C", "N", "C", "N", "C", "N", "C", "N", "C", "C", "H", "H", "H", "H", "H", "H", "H", "H", "H", "H", "H", "H"], "xyz": [[-0.25, -0.35, -0.85], [2.69, 2.77, 0.63], [1.93, 3.10, 1.70], [2.54, 3.84, 2.71], [1.83, 4.20, 3.84], [0.49, 3.83, 3.99], [-0.12, 3.11, 2.99], [0.58, 2.73, 1.83], [-0.09, 1.93, 0.79], [0.63, 1.42, -0.17], [-1.41, 1.81, 0.88], [-1.99, 0.96, -0.07], [-3.23, 1.18, -0.27], [-4.09, 0.49, -1.27], [-5.31, 1.07, -1.60], [-6.08, 0.50, -2.60], [-5.64, -0.63, -3.25], [-4.44, -1.18, -2.84], [-3.71, -0.64, -1.88], [2.13, 2.20, 0.06], [3.58, 4.12, 2.58], [2.33, 4.76, 4.62], [-0.06, 4.13, 4.87], [-1.16, 2.82, 3.07], [-3.70, 2.00, 0.28], [-5.63, 1.96, -1.07], [-7.03, 0.96, -2.87], [-6.22, -1.09, -4.04], [-4.04, -2.10, -3.28], [1.37, 2.11, -2.93], [2.04, 0.90, -2.97], [1.36, -0.26, -3.35], [0.01, -0.19, -3.68], [-0.67, 1.02, -3.60], [0.02, 2.17, -3.23], [1.91, 3.01, -2.66], [3.10, 0.85, -2.75], [1.90, -1.20, -3.46], [-0.50, -1.07, -4.06], [-1.71, 1.08, -3.90], [-0.50, 3.12, -3.19], [-2.51, -2.20, -0.24], [-2.18, -1.68, -1.21], [0.21, -2.69, 1.49], [1.08, -3.55, 2.28], [1.91, -2.72, 3.15], [2.73, -1.78, 2.38], [1.86, -0.93, 1.59], [0.99, -1.72, 0.66], [1.90, -2.52, -0.21], [2.78, -3.38, 0.55], [1.95, -4.29, 1.37], [3.58, -2.55, 1.46], [-0.44, -2.13, 2.16], [-0.40, -3.31, 0.84], [2.56, -3.36, 3.74], [1.26, -2.15, 3.83], [2.47, -0.24, 1.01], [1.22, -0.35, 2.26], [2.51, -1.84, -0.81], [1.29, -3.14, -0.88], [2.61, -4.94, 1.95], [1.34, -4.91, 0.71], [4.19, -1.87, 0.88], [4.23, -3.20, 2.05]]}


[2]
{"formula": "C20H53N12O23", "method": "the ωB97M-V functional and the def2-TZVPD basis", "spin_multiplicity": 1, "total_charge": 1, "e_tot_ha": -3180.077544, "species": ["C", "O", "C", "C", "C", "C", "C", "C", "C", "C", "N", "C", "O", "N", "O", "H", "H", "H", "H", "H", "H", "H", "H", "H", "H", "H", "H", "H", "H", "H", "H", "H", "H", "H", "H", "H", "H", "H", "C", "N", "O", "O", "H", "H", "H", "C", "N", "O", "O", "H", "H", "H", "C", "N", "O", "O", "H", "H", "H", "C", "N", "O", "O", "H", "H", "H", "C", "N", "O", "O", "H", "H", "H", "C", "N", "O", "O", "H", "H", "H", "C", "N", "O", "O", "H", "H", "H", "C", "N", "O", "O", "H", "H", "H", "C", "N", "O", "O", "H", "H", "H", "C", "N", "O", "O", "H", "H", "H"], "xyz": [[-3.03, -1.04, -0.39], [-3.40, -2.41, -0.46], [-3.47, -2.90, -1.79], [-2.14, -2.79, -2.59], [-1.05, -3.77, -2.03], [-0.04, -3.00, -1.15], [1.09, -2.32, -2.01], [2.00, -1.43, -1.11], [1.56, 0.06, -1.00], [1.25, 0.75, -2.35], [2.38, 0.59, -3.35], [2.72, 1.94, -3.89], [3.81, 1.94, -4.82], [4.13, 0.65, -5.28], [5.17, 0.31, -4.85], [-3.76, -0.46, 0.21], [-2.07, -0.96, 0.14], [-2.97, -0.54, -1.37], [-3.67, -3.99, -1.70], [-4.34, -2.49, -2.35], [-1.78, -1.75, -2.68], [-2.38, -3.15, -3.62], [-1.54, -4.60, -1.49], [-0.49, -4.25, -2.85], [-0.50, -2.22, -0.52], [0.51, -3.67, -0.45], [0.67, -1.81, -2.91], [1.72, -3.16, -2.38], [1.95, -1.85, -0.09], [3.05, -1.55, -1.46], [2.41, 0.61, -0.55], [0.72, 0.18, -0.31], [0.30, 0.35, -2.76], [1.13, 1.83, -2.15], [2.01, -0.04, -4.06], [3.19, 0.17, -2.89], [2.99, 2.62, -3.07], [1.83, 2.32, -4.42], [1.24, -8.02, -0.87], [0.59, -6.71, -1.13], [1.31, -5.74, -1.23], [-0.61, -6.69, -1.21], [2.31, -7.88, -0.82], [0.85, -8.40, 0.07], [0.97, -8.68, -1.70], [4.24, -3.65, -5.09], [3.64, -4.87, -4.49], [4.29, -5.88, -4.50], [2.53, -4.75, -4.02], [5.23, -3.91, -5.47], [3.59, -3.33, -5.90], [4.31, -2.90, -4.32], [3.33, 2.55, 2.78], [2.62, 1.46, 2.07], [1.66, 1.76, 1.39], [3.03, 0.33, 2.22], [2.84, 3.49, 2.55], [3.28, 2.34, 3.85], [4.36, 2.55, 2.43], [-4.32, -4.49, 1.48], [-4.94, -5.70, 2.08], [-4.29, -6.73, 2.07], [-6.05, -5.58, 2.53], [-3.33, -4.75, 1.11], [-4.96, -4.17, 0.66], [-4.26, -3.74, 2.25], [4.15, -5.53, 1.90], [3.35, -6.64, 1.34], [3.93, -7.48, 0.69], [2.16, -6.63, 1.58], [5.19, -5.67, 1.61], [3.75, -4.60, 1.49], [4.05, -5.56, 2.98], [-0.39, 4.24, 1.88], [0.09, 4.33, 3.28], [1.13, 4.92, 3.48], [-0.59, 3.81, 4.13], [0.32, 4.75, 1.24], [-0.46, 3.18, 1.63], [-1.36, 4.71, 1.83], [-3.89, 2.64, -1.14], [-2.60, 3.05, -0.52], [-1.65, 2.29, -0.64], [-2.57, 4.10, 0.06], [-3.75, 1.68, -1.62], [-4.63, 2.58, -0.35], [-4.16, 3.41, -1.86], [-1.06, 6.30, 6.27], [-2.18, 6.88, 7.06], [-2.20, 6.67, 8.25], [-3.01, 7.52, 6.45], [-0.41, 5.76, 6.94], [-1.49, 5.63, 5.53], [-0.54, 7.13, 5.80], [3.95, 8.13, 3.74], [3.33, 6.97, 3.04], [2.39, 7.18, 2.32], [3.81, 5.88, 3.24], [3.42, 9.03, 3.46], [3.88, 7.94, 4.81], [4.99, 8.18, 3.42], [-7.58, 5.68, 0.17], [-6.70, 4.81, -0.65], [-7.17, 4.32, -1.65], [-5.56, 4.66, -0.26], [-8.56, 5.73, -0.30], [-7.65, 5.24, 1.16], [-7.13, 6.67, 0.21]]}


[3]
{"formula": "C3H5NO2", "method": "the ωB97M-V functional and the def2-TZVPD basis", "spin_multiplicity": 1, "e_above_lowest_kcal_mol": 35.9, "smiles": "O=C1NC[C@@H]1O", "e_tot_ha": -322.517088, "species": ["O", "C", "C", "N", "C", "O", "H", "H", "H", "H", "H"], "xyz": [[0.70, 1.54, -0.95], [0.32, 0.63, 0.02], [-1.03, -0.11, -0.18], [-0.30, -1.38, -0.04], [0.92, -0.78, 0.17], [1.96, -1.16, 0.64], [0.74, 2.42, -0.55], [0.58, 0.97, 1.04], [-1.82, 0.04, 0.57], [-1.45, 0.04, -1.18], [-0.62, -2.20, 0.46]]}


[4]
{"formula": "C19H23FN2O2S", "method": "the ωB97M-V functional and the def2-TZVPD basis", "spin_multiplicity": 1, "e_above_lowest_kcal_mol": 0.0, "smiles": "Cc1ccc(N2CCN(S(=O)(=O)c3ccc(F)c(C)c3)CC2)c(C)c1", "e_tot_ha": -1495.856919, "species": ["C", "C", "C", "C", "C", "C", "C", "H", "C", "H", "H", "H", "N", "C", "C", "N", "S", "O", "O", "C", "C", "C", "C", "C", "C", "H", "C", "H", "H", "H", "F", "H", "H", "C", "H", "C", "H", "H", "H", "H", "H", "H", "H", "H", "H", "H", "H", "H"], "xyz": [[-3.02, -3.60, -5.93], [-2.59, -2.76, -4.76], [-2.78, -1.39, -4.76], [-2.38, -0.63, -3.68], [-1.77, -1.21, -2.57], [-1.54, -2.59, -2.58], [-1.97, -3.34, -3.66], [-1.79, -4.41, -3.66], [-0.82, -3.27, -1.45], [-0.18, -2.56, -0.94], [-0.23, -4.10, -1.83], [-1.53, -3.68, -0.72], [-1.32, -0.45, -1.47], [-0.97, 0.93, -1.70], [-0.11, 1.41, -0.53], [-0.86, 1.26, 0.69], [-0.31, 2.11, 2.01], [-1.24, 1.89, 3.08], [-0.05, 3.45, 1.57], [1.25, 1.32, 2.42], [1.26, 0.23, 3.26], [2.45, -0.42, 3.51], [3.60, 0.06, 2.91], [3.62, 1.16, 2.06], [2.41, 1.79, 1.82], [2.35, 2.66, 1.19], [4.90, 1.63, 1.45], [5.37, 0.83, 0.89], [5.60, 1.93, 2.23], [4.73, 2.47, 0.79], [4.77, -0.58, 3.16], [2.51, -1.27, 4.17], [0.33, -0.08, 3.72], [-1.28, -0.10, 0.93], [-1.86, -0.10, 1.85], [-2.11, -0.58, -0.26], [-2.41, -1.61, -0.12], [-3.02, 0.05, -0.32], [-0.40, -0.76, 1.05], [0.13, 2.47, -0.63], [0.82, 0.82, -0.50], [-0.40, 1.01, -2.63], [-1.86, 1.58, -1.76], [-2.55, 0.44, -3.70], [-3.25, -0.91, -5.60], [-2.16, -3.82, -6.56], [-3.43, -4.55, -5.59], [-3.76, -3.09, -6.53]]}


Calculated values (eV) of highest occupied orbital energy for the records, taken in order: -10.55 -11.83 -9.67 -8.21.
Calculated values (eV) of E_LUMO for the records, taken in order: -3.429 -4.513 0.621 0.628.
Calculated values (Eh/bohr) of max |F| for the records, taken in order: 0.03065 0.04084 0.01929 0.01840.